Here is CH2EuLiO as an isolated structure from OMol25. Energies are from wB97M-V/def2-TZVPD.

Positions of all 6 atoms, in Å:
C 0.060 -0.573 -0.241
O 0.687 0.511 -0.032
H -0.605 -0.843 0.627
Eu 1.780 -2.385 -1.368
Li -0.175 2.107 0.551
H -1.747 1.183 0.463

Properties
- Relative energy (zero: lowest compared OMol25 entry of this formula, charge and spin): 601.6 kJ/mol
- LUMO level (spin up / spin down): -0.223 / -1.444 eV
- Max |F|: 1.73 eV/A
- ⟨S²⟩: 20.015
- HOMO level (spin up / spin down): -5.75 / -6.12 eV
- 2S+1: 9
- DFT total energy: -22640.3868 eV